# 1
38
Properties=species:S:1:pos:R:3:forces:R:3:mulliken_charge:R:1 method="wB97M-V/def2-TZVPD" gap_ha="0.2344 / 0.2344" e_homo_ev="-11.07 / -11.07" spin_multiplicity=1 e_tot_ev=-125793.5912 lumo_energy_ev="-4.690 / -4.692" total_charge=+1
W 0.5474 -0.7750 -0.0656 -0.07 -0.51 -0.11 1.26
Cl 3.5317 5.3218 0.8549 -0.03 -0.04 0.03 -0.18
C 2.6385 3.8758 1.1393 0.08 0.08 -0.14 0.14
C 2.3133 3.0803 0.0449 0.03 0.01 0.14 -0.79
C 1.6010 1.9179 0.2651 -0.07 -0.10 -0.28 0.32
N 1.1617 0.9796 -0.7242 0.11 0.28 0.22 -0.26
C 1.1088 1.2949 -2.0737 -0.08 0.14 0.01 0.38
O 1.5728 2.2612 -2.6187 0.03 -0.04 0.02 -0.62
C 0.3320 0.2637 -2.8448 -0.01 0.10 0.05 0.52
C 0.1822 0.3429 -4.2091 0.01 0.00 0.05 -0.64
C -0.5714 -0.6351 -4.8443 0.02 0.04 -0.07 -0.29
C -1.1439 -1.6425 -4.0880 -0.03 -0.05 0.06 -0.89
C -0.9564 -1.6422 -2.7180 0.04 0.07 -0.09 0.46
N -0.2249 -0.7064 -2.0975 -0.10 -0.16 -0.02 -0.29
C 1.2149 1.5491 1.5555 -0.18 -0.20 0.11 0.33
C 1.5365 2.3385 2.6423 0.09 0.07 -0.09 -0.80
C 2.2551 3.5094 2.4216 -0.02 -0.01 0.18 0.13
Cl 2.6556 4.4850 3.7845 -0.01 -0.02 -0.05 -0.18
N 0.4756 0.3225 1.5737 0.17 0.30 0.00 -0.27
C -0.2972 -0.0614 2.6593 -0.10 0.14 0.02 0.39
O -0.3247 0.4414 3.7515 0.04 -0.05 -0.02 -0.62
C -1.1886 -1.2227 2.3131 0.01 0.13 0.00 0.52
C -2.0134 -1.8028 3.2476 0.03 0.01 -0.02 -0.63
C -2.8179 -2.8609 2.8464 -0.02 0.00 0.08 -0.29
C -2.7628 -3.2887 1.5314 0.01 -0.01 -0.06 -0.89
C -1.9172 -2.6408 0.6502 -0.01 0.02 0.11 0.33
N -1.1356 -1.6203 1.0293 -0.05 -0.13 -0.12 -0.30
H 2.6210 3.3800 -0.9422 -0.01 -0.01 -0.01 0.62
H 0.6557 1.1585 -4.7370 0.00 0.00 0.00 0.49
H -0.7104 -0.6087 -5.9168 0.00 0.00 0.00 0.46
H -1.7346 -2.4237 -4.5438 0.00 0.00 0.00 0.44
H -1.3885 -2.4125 -2.1033 -0.01 -0.02 0.01 0.12
H 1.2489 2.0703 3.6443 -0.01 -0.01 0.00 0.63
H -2.0041 -1.4189 4.2579 0.00 0.00 0.00 0.49
H -3.4787 -3.3450 3.5529 0.00 0.00 0.00 0.46
H -3.3669 -4.1127 1.1806 0.00 0.00 0.00 0.43
H -1.8480 -2.9548 -0.3769 0.00 -0.01 -0.02 0.31
Br 2.2325 -2.4178 -0.0422 0.14 -0.04 0.03 -0.29



# 2
41
Properties=species:S:1:pos:R:3:forces:R:3:mulliken_charge:R:1 method="wB97M-V/def2-TZVPD" gap_ha=0.2558 e_homo_ev=-7.58 spin_multiplicity=1 e_tot_ev=-146791.1399 lumo_energy_ev=-0.619
Co -0.1038 0.6883 -0.2831 -0.08 -0.37 -0.16 -0.43
N 3.5598 2.2551 -0.5120 0.08 -0.08 0.01 -0.08
C 4.0658 0.9995 -0.2332 -0.01 0.06 -0.01 -0.70
C 2.9919 0.1686 -0.1346 -0.02 0.09 0.09 -0.25
N 1.8568 0.9003 -0.3422 -0.08 -0.01 -0.01 0.29
C 2.2221 2.1434 -0.5690 -0.25 0.15 -0.17 0.39
C 1.1394 3.0615 -0.9022 0.33 -0.16 0.01 0.34
N -0.0398 2.5051 -1.0615 -0.14 -0.24 -0.01 0.44
C -0.9488 3.5075 -1.2464 0.04 0.00 -0.12 -0.38
C -0.2856 4.6969 -1.2330 0.05 -0.02 0.04 -0.60
N 1.0462 4.3968 -1.0147 -0.09 0.07 0.04 -0.10
H 4.1053 3.0838 -0.6706 0.00 0.00 0.01 0.16
H 5.1207 0.8224 -0.1276 -0.02 0.00 -0.01 0.40
H 2.9584 -0.8845 0.0822 0.00 0.01 0.01 0.45
H -1.9965 3.2975 -1.3753 0.01 0.00 0.01 0.51
H -0.6287 5.7092 -1.3462 0.01 -0.01 -0.01 0.42
H 1.7797 5.0683 -0.8702 0.01 0.00 -0.03 0.17
O -4.2107 1.5922 3.8498 -0.10 -0.05 0.02 -0.56
C -3.3951 1.4454 2.9873 0.20 0.21 0.23 0.53
C -1.8839 1.7706 3.1134 -0.34 -0.19 -0.30 -0.23
O -1.3117 2.1947 4.0855 0.01 0.07 0.11 -0.61
C -1.3626 1.4466 1.7911 0.24 0.00 -0.25 0.80
C -2.3249 0.9733 0.9302 -0.09 0.06 -0.21 1.51
O -1.9752 0.6489 -0.2978 -0.01 -0.02 0.51 -0.92
C -3.6510 0.9397 1.5613 0.28 -0.11 -0.30 -0.20
O -4.7038 0.6001 1.0819 -0.11 0.05 0.12 -0.58
O -0.1298 1.5443 1.3419 0.07 0.30 0.51 -0.54
Br 0.0269 -6.0632 -3.4242 0.00 -0.01 -0.02 -0.19
C -0.0779 -5.1395 -1.7762 0.00 0.01 0.03 -0.08
C -0.1895 -5.8618 -0.5976 0.01 -0.01 0.01 -0.33
C -0.2629 -5.1867 0.6128 -0.02 0.01 0.00 -0.67
C -0.2257 -3.8015 0.6451 0.02 -0.04 0.01 -0.49
C -0.1134 -3.0974 -0.5466 -0.01 0.07 -0.04 0.18
C -0.0424 -3.7583 -1.7675 -0.01 -0.03 -0.01 -0.36
C -0.0746 -1.6172 -0.5337 -0.04 0.01 -0.01 1.07
O -0.0579 -0.9310 -1.5851 0.06 0.50 -0.14 -0.68
O -0.0413 -0.9772 0.5701 0.01 -0.38 0.06 -0.55
H -0.2209 -6.9422 -0.6287 0.00 0.00 0.00 0.41
H -0.3558 -5.7497 1.5318 0.00 0.01 0.00 0.40
H -0.2905 -3.2598 1.5789 0.01 0.00 -0.01 0.48
H 0.0313 -3.1899 -2.6839 0.01 0.00 0.01 0.59



# 3
48
Properties=species:S:1:pos:R:3:forces:R:3:mulliken_charge:R:1 method="wB97M-V/def2-TZVPD" gap_ha=0.2495 e_homo_ev=-9.15 spin_multiplicity=1 e_tot_ev=-91572.4617 lumo_energy_ev=-2.363
O 4.9541 -2.2462 -0.4920 0.17 -1.77 -0.88 -0.54
O -6.4213 1.3281 1.5209 2.34 0.65 0.35 -0.61
O -1.7012 5.6915 -0.7920 0.85 -0.81 0.63 -0.57
O 3.3252 -0.8500 -3.5154 -0.85 -0.18 -1.53 -0.65
O 2.6997 -3.3441 -3.2106 -1.00 4.76 0.71 -0.69
O 0.8283 -3.5610 -0.6140 1.18 0.12 4.00 -0.54
O 1.1891 -4.8841 1.5321 0.57 3.38 -1.16 -0.64
O 2.9156 -0.3497 0.5873 -0.38 2.15 1.18 -0.78
O -6.4647 -0.6181 0.8855 -0.59 -4.21 -1.39 -0.58
O -0.5395 5.8664 1.0404 -0.07 -1.99 -2.25 -0.56
N -0.1929 -0.5491 1.6192 -3.34 0.57 -1.10 -0.52
S -1.5160 -2.7693 1.3046 -0.60 -1.13 0.03 -0.19
S -0.5985 0.7954 -2.7426 1.57 0.23 1.41 -0.20
C 3.7913 -2.5852 -0.6877 4.11 -0.52 6.24 0.43
C -0.0975 -1.8585 1.4919 -0.60 4.78 1.04 0.35
C 2.6021 -0.4986 -0.5857 0.02 -1.16 1.19 -0.17
C 3.0125 -1.6235 -1.2093 -4.51 2.14 -5.93 0.15
C 0.7925 -0.1289 -2.2613 -0.36 -2.09 0.77 0.46
C -2.1141 1.1538 1.5295 -2.89 -1.79 -0.10 -0.69
C -3.5708 1.2624 1.5064 2.30 0.76 -0.86 -0.42
C 0.9544 3.7542 0.3116 2.32 -0.86 0.06 -0.48
C -3.7778 -1.0848 1.2183 -0.63 -2.81 0.17 0.08
C -0.6472 3.2037 -1.3852 1.13 1.89 2.34 -0.35
C 1.5975 2.4582 0.1718 -1.00 2.07 -0.02 -0.69
C -1.5901 -0.1951 1.4708 2.67 1.80 1.57 0.01
C -2.4196 -1.3069 1.4137 -0.95 2.35 -0.90 0.56
C -0.0915 1.9785 -1.4636 -0.14 -0.92 -1.39 0.64
C -4.4171 0.1684 1.3236 3.94 -1.17 0.29 -0.58
C -0.1257 4.1481 -0.4592 1.61 -4.24 0.57 -0.23
C 1.0432 1.5699 -0.7441 0.11 0.54 -0.05 -0.20
N 1.0158 -1.4541 -2.6693 -2.78 1.97 -2.23 -0.13
N 1.1680 -2.2182 1.6563 -0.70 -6.50 -0.39 -0.17
N -5.8021 0.2852 1.2365 -3.35 3.34 0.70 0.94
N -0.8129 5.2663 -0.0378 -2.37 5.05 0.96 0.92
N 1.5055 0.3324 -1.2229 0.38 -0.35 -0.54 0.58
C 3.2316 -3.4346 0.4838 -0.35 -0.27 1.20 -1.19
S 2.5779 -1.8729 -2.8441 4.05 -4.12 0.91 1.17
S 1.4676 -3.6313 0.7706 -0.32 -2.61 -3.33 1.15
H -1.5598 2.0937 1.6065 0.18 -0.73 -0.01 0.59
H -3.9958 2.2582 1.4052 -0.04 -0.14 0.51 0.43
H 1.4767 4.5255 0.9296 -0.82 -0.99 -0.25 0.40
H -4.1891 -2.1101 1.0362 -1.15 1.55 0.13 0.37
H -1.4668 3.5458 -1.8857 -2.19 0.36 -1.66 0.72
H 2.4929 2.3262 0.7643 -0.10 -0.58 -0.23 0.51
H 0.4701 -1.7802 -3.4969 0.09 0.41 0.96 0.37
H 1.8650 -1.5592 1.5763 1.96 2.53 -0.36 0.50
H 3.4711 -4.4630 0.4853 0.82 -1.26 -0.36 0.61
H 3.6642 -3.0352 1.4412 -0.29 -0.20 -0.99 0.40



# 4
37
Properties=species:S:1:pos:R:3:forces:R:3:mulliken_charge:R:1 method="wB97M-V/def2-TZVPD" gap_ha=0.3077 e_homo_ev=-8.30 spin_multiplicity=1 e_tot_ev=-116388.1038 lumo_energy_ev=0.069
O 4.6145 -1.2497 -1.9595 0.44 -0.51 0.51 -0.69
Br -5.9474 -2.5683 5.5879 0.37 0.08 -0.16 -0.21
I -0.7305 4.7007 -4.6330 1.15 -1.11 0.48 0.06
N 0.8868 -0.9189 0.2679 -0.72 0.49 0.49 -0.52
O -1.4152 -2.0951 1.6794 0.63 -0.36 -0.54 -0.48
S 1.8315 1.4518 0.1261 -0.52 0.31 0.60 -0.07
C 3.6894 -0.4686 -1.8470 1.42 -1.51 -1.37 0.36
C 1.7613 -0.1839 -0.3588 -0.96 -1.43 0.61 0.64
C 0.5319 1.1481 1.2747 -0.32 -0.22 0.19 -0.62
C 0.1597 -0.1752 1.1755 -0.45 -0.14 -0.27 0.27
C -1.0147 -0.7925 1.8768 -1.31 0.90 1.53 0.61
C -1.8604 -0.2094 2.8170 1.04 -1.29 -1.13 -0.89
C -4.1639 -3.6421 3.6333 -0.13 0.49 -0.09 -0.28
C 0.5967 1.9189 -3.9472 -0.54 -0.82 0.44 -0.30
C 2.0534 3.7438 -3.5565 0.52 0.23 0.24 -0.26
C -3.1550 -3.5873 2.6992 0.74 -0.17 -1.21 -0.97
C -3.7507 -1.3437 4.2201 -0.73 0.78 0.59 -0.38
C 1.5744 1.0212 -3.4555 -0.69 0.30 -0.13 -0.02
C 3.0418 2.8847 -3.0592 -1.10 0.63 -0.48 -0.41
C -4.4695 -2.4907 4.3758 -0.12 -0.60 0.05 -0.10
C 0.8122 3.2831 -3.9690 -0.01 0.59 -0.31 -0.46
C -2.4734 -2.3614 2.5111 0.44 -1.08 -0.22 0.12
C -2.7616 -1.2583 3.2595 0.48 1.17 -0.14 0.87
C 2.8110 1.5219 -2.9979 -1.06 0.22 -0.45 -0.04
N 2.5341 -0.9097 -1.2498 0.14 2.07 -0.14 -0.14
N 3.8285 0.7259 -2.4826 -1.78 -0.03 1.16 -0.09
H 0.0765 1.9262 1.9341 0.70 -0.73 -0.94 0.31
H -1.8262 0.8155 3.1028 -0.02 0.39 0.36 0.41
H -4.7732 -4.5202 3.7671 0.11 -0.21 -0.04 0.42
H -0.3965 1.5361 -4.2287 0.66 0.05 0.06 0.32
H 2.3072 4.7911 -3.5648 -0.22 0.23 -0.07 0.36
H -2.9331 -4.4616 2.0608 -0.04 0.60 0.51 0.36
H -3.9860 -0.4853 4.8137 -0.15 0.37 0.28 0.48
H 1.2648 -0.0422 -3.3869 0.64 0.82 -0.08 0.38
H 3.9445 3.3319 -2.6719 0.20 -0.16 -0.03 0.39
H 2.5934 -1.8713 -0.9920 0.04 -0.60 0.11 0.29
H 4.7436 0.8344 -2.8226 1.14 0.23 -0.44 0.26



# 5
45
Properties=species:S:1:pos:R:3:forces:R:3:mulliken_charge:R:1 method="wB97M-V/def2-TZVPD" gap_ha="0.2899 / 0.2676" e_homo_ev="-8.76 / -10.09" spin_multiplicity=5 e_tot_ev=-136478.5590 lumo_energy_ev="-0.866 / -2.805"
Os -0.0800 -0.2071 0.2698 -0.22 -0.21 -0.13 2.08
O 1.9281 0.5463 -3.3480 0.02 -0.03 0.04 -0.68
C 1.5571 0.2179 -2.2449 -0.25 -0.01 -0.15 0.28
O 0.4066 -0.2859 -1.9073 0.20 0.38 -0.14 -0.75
C 2.5121 0.3076 -1.0730 0.06 -0.06 0.19 0.62
C 3.8305 0.6960 -1.1627 -0.02 0.02 -0.04 -0.69
C 4.6149 0.6555 -0.0163 0.01 0.00 0.01 -0.27
C 4.0776 0.1891 1.1758 0.04 0.02 0.04 -0.75
C 2.7559 -0.1999 1.1968 0.02 0.01 -0.23 0.64
N 2.0047 -0.1102 0.0933 0.17 0.12 0.06 0.12
C 2.0594 -0.8564 2.3696 -0.27 -0.17 0.15 0.06
O 2.6346 -0.9655 3.4288 0.03 -0.01 -0.06 -0.70
O 0.8932 -1.3054 2.0355 0.07 0.25 0.15 -0.53
H 4.2018 1.0131 -2.1266 0.03 0.01 0.02 0.56
H 5.6509 0.9649 -0.0591 0.00 0.00 0.00 0.45
H 4.6458 0.1022 2.0910 0.03 0.00 -0.02 0.55
O -2.7457 -0.3968 2.4034 -0.02 -0.02 -0.04 -0.63
S -3.1510 0.1912 1.1632 0.26 0.04 0.00 1.54
O -4.3764 -0.2246 0.5664 -0.08 -0.01 -0.05 -0.71
O -2.0271 0.0152 0.1021 0.01 -0.32 0.14 -0.75
C -3.2158 1.9683 1.3136 0.07 0.12 0.03 -0.09
C -4.4970 2.4960 1.3122 0.07 -0.03 0.00 -0.68
C -4.6972 3.8637 1.4423 -0.06 0.00 -0.01 -0.59
C -3.6172 4.7137 1.5651 0.00 0.06 0.01 -0.63
C -2.3278 4.2013 1.5624 -0.03 -0.09 -0.02 -0.68
C -2.1165 2.8361 1.4385 -0.13 0.01 -0.02 0.33
S -0.4124 2.3421 1.4853 0.13 -0.29 0.10 1.53
O -0.3248 1.1021 2.2659 -0.06 0.41 0.09 -0.58
O 0.3545 3.4596 1.9144 0.06 0.12 -0.10 -0.68
O -0.0445 1.8726 0.0734 -0.03 0.03 0.10 -0.69
H -5.3321 1.8203 1.1963 -0.01 0.02 0.00 0.52
H -5.7044 4.2583 1.4402 0.00 -0.01 0.00 0.40
H -3.7685 5.7800 1.6647 0.01 0.00 0.00 0.40
H -1.4722 4.8518 1.6657 0.00 0.01 0.00 0.53
Br -0.5035 -6.9014 0.1107 -0.01 -0.04 0.00 -0.12
C -0.4522 -5.0286 0.0745 0.00 0.01 -0.02 0.28
C 0.2808 -4.3764 -0.9035 0.00 -0.04 -0.03 -0.76
C 0.3007 -2.9994 -0.8975 -0.15 0.00 0.00 -0.13
N -0.3602 -2.2892 0.0264 -0.02 -0.31 -0.07 0.10
C -1.0706 -2.9230 0.9738 0.03 -0.01 -0.03 -0.06
C -1.1475 -4.2969 1.0222 -0.03 0.00 0.02 -0.77
H 0.8221 -4.9222 -1.6615 0.00 0.00 0.00 0.45
H 0.8209 -2.4294 -1.6513 0.03 0.00 0.00 0.45
H -1.5714 -2.3101 1.7126 0.02 0.03 0.00 0.58
H -1.7295 -4.7757 1.7949 0.00 -0.01 0.00 0.46



# 6
42
Properties=species:S:1:pos:R:3:forces:R:3:mulliken_charge:R:1 method="wB97M-V/def2-TZVPD" gap_ha="0.2113 / 0.2325" e_homo_ev="-14.86 / -14.92" spin_multiplicity=2 e_tot_ev=-82380.2839 lumo_energy_ev="-9.113 / -8.594" total_charge=+2
Re 0.2354 0.2275 0.8510 -0.30 -2.20 0.98 1.12
Cl 6.3572 4.2567 0.2196 0.11 0.05 -0.03 -0.14
C 5.1111 3.0930 0.2747 -0.18 -0.13 -0.02 0.17
C 5.4257 1.7326 0.3133 0.00 0.22 -0.04 -0.67
C 4.4200 0.7927 0.3901 -0.68 0.05 0.13 0.58
Cl 4.8237 -0.8802 0.4555 0.18 -0.20 0.06 -0.25
C 3.0663 1.1633 0.4681 0.96 0.61 -0.25 0.44
O 2.1400 0.2179 0.6611 -0.38 0.44 -0.05 -0.62
C 2.7643 2.5421 0.3714 -0.18 -0.69 0.18 0.59
C 1.4071 2.9935 0.4436 0.14 0.39 -0.01 0.01
O 0.4151 2.2736 0.6634 0.44 -0.48 -0.03 -0.55
C 3.7892 3.4884 0.2793 0.04 0.20 -0.03 -0.96
H 6.4625 1.4243 0.2907 -0.01 -0.05 -0.01 0.48
H 1.2272 4.0642 0.3174 -0.12 -0.04 0.05 0.44
H 3.5443 4.5422 0.2317 -0.01 -0.01 -0.02 0.44
O -1.7567 2.0534 -0.9075 -0.18 -0.33 0.26 -0.50
C -2.3276 1.2125 -0.2680 -0.23 1.00 -0.94 0.61
N -1.6117 0.1875 0.4359 0.64 0.40 0.14 -0.02
S -2.7174 -1.0910 0.9161 -0.20 -0.78 0.40 0.86
O -2.4732 -2.1669 0.0150 -0.22 0.12 -0.05 -0.50
O -2.5232 -1.2755 2.3166 -0.35 0.14 -0.13 -0.53
C -4.1528 -0.1524 0.5092 0.59 0.34 -0.15 0.62
C -5.4666 -0.4983 0.7240 -0.07 -0.24 0.10 -0.68
C -6.4364 0.4046 0.2975 0.09 -0.06 0.00 -0.54
C -6.0819 1.6010 -0.3170 0.00 0.07 -0.01 -0.55
C -4.7504 1.9333 -0.5251 0.07 0.04 -0.02 -0.64
C -3.7777 1.0380 -0.1085 -0.21 -0.23 0.19 0.15
H -5.7379 -1.4323 1.1970 -0.01 0.02 0.01 0.48
H -7.4791 0.1624 0.4492 -0.01 0.02 0.00 0.43
H -6.8546 2.2871 -0.6353 -0.01 -0.01 0.01 0.43
H -4.4664 2.8692 -0.9864 0.00 -0.02 -0.04 0.51
S 0.2981 -2.0183 1.5742 0.27 1.69 -0.47 -0.27
C 0.9341 -2.9103 0.1959 0.02 -0.49 -0.30 0.54
N 2.1979 -2.7122 -0.2380 -0.26 -0.01 0.01 0.21
C 2.6814 -3.4055 -1.2858 0.15 -0.08 -0.16 0.20
C 1.8845 -4.3190 -1.9220 -0.23 -0.09 0.06 -0.71
C 0.6067 -4.5169 -1.3903 0.32 0.09 -0.04 -0.03
N 0.1700 -3.8255 -0.3451 -0.34 0.08 0.17 -0.36
H 2.7883 -2.0177 0.2191 0.06 0.07 0.01 -0.06
H 3.7047 -3.2139 -1.5787 0.00 0.12 0.06 0.39
H 2.2388 -4.8744 -2.7770 0.05 -0.01 0.02 0.42
H -0.0799 -5.2508 -1.7959 0.04 -0.01 -0.04 0.45